# C40H38N2O12P

A cluster of 7 separate species, C40H38N2O12P in total (ωB97M-V/def2-TZVPD, OMol25).

XYZ file:
```
93
Properties=species:S:1:pos:R:3:forces:R:3
C -0.1243 0.9854 -4.4688 0.125 -0.069 0.031
C 0.7378 0.7634 -3.2121 -0.248 0.430 -0.086
C 0.4283 1.8356 -2.1755 -0.034 0.084 0.045
C -0.8903 1.6768 -1.4255 -0.055 -0.077 -0.044
N 1.6225 1.9240 -1.2052 -0.012 -0.069 -0.234
P 1.8617 0.5362 -0.0156 -0.014 0.118 -0.098
N 0.8587 0.5612 1.1317 0.269 -0.522 -0.028
H -0.5646 0.0603 -4.8336 -0.006 -0.005 0.031
H -0.9348 1.6883 -4.2719 -0.033 -0.022 -0.100
H 0.5060 1.3820 -5.2640 -0.159 0.112 -0.071
H 0.5554 -0.2288 -2.7949 0.147 -0.002 0.029
H 1.7834 0.8843 -3.5043 0.100 -0.382 0.032
H 0.4347 2.8045 -2.6821 0.109 0.047 0.065
H -1.2273 0.6397 -1.4084 0.093 -0.035 0.081
H -0.8219 2.0144 -0.3912 -0.019 0.066 -0.033
H -1.6513 2.2779 -1.9206 0.024 -0.071 -0.005
H 2.4685 2.0191 -1.7777 -0.007 0.054 0.044
H 1.5431 2.7750 -0.6416 -0.071 -0.035 0.019
H 1.9332 -0.4975 -0.9560 0.072 -0.042 -0.053
H 3.1906 0.8798 0.2478 0.022 0.060 0.096
H 0.1953 -0.2190 1.0864 -0.434 0.346 0.194
C 3.3905 -2.5501 -5.8645 0.036 0.041 -0.099
C 3.3082 -1.4613 -5.1074 0.003 -0.033 0.092
C 3.9204 -0.1784 -5.5205 0.011 0.009 0.001
O 3.8384 0.8059 -4.8056 -0.058 0.058 0.044
C 4.6302 -0.1364 -6.8173 -0.009 0.013 0.009
C 4.7143 -1.2192 -7.5858 -0.010 -0.033 -0.001
C 4.1027 -2.5128 -7.1742 -0.024 0.027 0.044
O 4.1778 -3.4970 -7.8697 0.007 0.004 -0.010
H 2.9575 -3.5019 -5.5849 0.008 -0.005 -0.002
H 2.8096 -1.4534 -4.1456 -0.029 -0.034 -0.017
H 5.0682 0.8140 -7.0940 0.001 -0.001 0.000
H 5.2260 -1.2214 -8.5396 -0.002 -0.007 -0.001
C -0.5724 4.9917 -5.9628 0.007 -0.056 -0.008
C -0.4144 5.6905 -4.8422 -0.067 0.062 0.052
C 0.9042 5.7872 -4.1692 0.005 -0.064 -0.036
O 1.0425 6.3910 -3.1251 -0.046 -0.076 0.080
C 2.0459 5.0674 -4.7891 -0.033 -0.054 0.052
C 1.8825 4.3399 -5.8905 0.033 -0.041 0.019
C 0.5604 4.2494 -6.5693 0.037 -0.145 0.091
O 0.4127 3.5465 -7.5438 -0.013 0.029 -0.009
H -1.5291 4.8895 -6.4591 0.009 0.030 -0.023
H -1.2372 6.1966 -4.3540 0.020 0.042 -0.010
H 2.9943 5.1409 -4.2707 0.012 0.043 -0.027
H 2.6856 3.7596 -6.3281 0.000 0.055 -0.068
C -3.5014 5.7071 -0.4983 0.019 -0.019 -0.030
C -3.3945 6.4002 0.6318 0.023 0.012 0.025
C -2.0800 6.5885 1.3015 -0.011 -0.016 -0.017
O -1.9769 7.2130 2.3308 -0.001 -0.012 -0.010
C -0.8868 5.9736 0.6552 -0.012 -0.005 0.028
C -1.0008 5.2807 -0.4727 -0.005 -0.028 -0.004
C -2.3131 5.0938 -1.1372 -0.054 0.088 0.030
O -2.4074 4.4605 -2.1713 0.083 -0.009 -0.041
H -4.4453 5.5551 -1.0061 0.002 0.000 -0.003
H -4.2444 6.8588 1.1208 0.004 0.003 0.002
H 0.0581 6.1344 1.1586 -0.002 0.019 -0.001
H -0.1504 4.8380 -0.9781 0.016 0.075 -0.039
C -1.8697 -3.1405 3.9188 -0.058 -0.011 0.001
C -1.3366 -2.3710 2.9739 0.021 0.015 -0.039
C -2.1425 -1.8931 1.8317 -0.101 -0.005 0.025
O -1.6642 -1.1897 0.9552 0.252 0.021 -0.024
C -3.5700 -2.2872 1.7712 0.016 -0.003 -0.010
C -4.1103 -3.0582 2.7096 0.011 -0.024 0.011
C -3.2987 -3.5498 3.8536 0.090 0.095 0.102
O -3.7828 -4.2514 4.7123 -0.085 -0.074 -0.112
H -1.3046 -3.4977 4.7689 -0.007 0.019 0.005
H -0.3010 -2.0543 3.0079 -0.005 0.007 0.006
H -4.1320 -1.9123 0.9255 0.006 0.006 -0.002
H -5.1484 -3.3646 2.6926 0.000 -0.002 0.007
C -3.8949 -4.3261 9.0419 0.024 0.024 0.048
C -3.5400 -3.6919 7.9282 -0.015 0.051 -0.018
C -2.6727 -2.4890 7.9713 0.010 -0.026 0.000
O -2.3406 -1.9210 6.9488 0.009 0.002 -0.005
C -2.2204 -2.0084 9.3004 -0.006 0.005 -0.028
C -2.5778 -2.6396 10.4148 -0.013 -0.025 0.005
C -3.4417 -3.8511 10.3752 0.019 0.018 -0.030
O -3.7605 -4.4250 11.3922 0.000 0.000 0.001
H -4.5228 -5.2081 9.0404 -0.006 0.005 0.006
H -3.8512 -4.0042 6.9405 0.001 -0.061 0.029
H -1.5907 -1.1277 9.3008 -0.003 0.001 -0.003
H -2.2642 -2.3154 11.3990 -0.004 -0.006 0.003
C 2.3203 -4.2554 3.0188 -0.008 -0.007 0.031
C 2.9837 -4.8858 2.0556 0.000 -0.033 -0.012
C 2.9502 -6.3694 1.9382 -0.011 0.047 0.026
O 3.5469 -6.9343 1.0500 -0.016 -0.014 -0.007
C 2.1586 -7.1179 2.9486 0.019 -0.005 -0.027
C 1.4973 -6.4861 3.9146 -0.020 0.021 0.009
C 1.5177 -5.0065 4.0194 0.044 0.007 -0.028
O 0.9009 -4.4207 4.8838 -0.024 -0.003 -0.015
H 2.3317 -3.1785 3.1369 0.006 -0.002 0.011
H 3.5825 -4.3706 1.3149 0.009 -0.007 0.004
H 2.1561 -8.1954 2.8446 0.005 0.001 0.000
H 0.9114 -7.0066 4.6615 0.005 0.002 0.005
```
Forces are in eV/Å.

Summary:
HOMO-LUMO gap = 0.2782 hartree
strongest force on any atom = 0.588 eV Å⁻¹
HOMO = -11.40 eV
total charge = +1
spin multiplicity = 1

---

# C40H39AsClFN2PdSi

A structure of composition C40H39AsClFN2PdSi (ωB97M-V/def2-TZVPD, OMol25).

XYZ file:
```
86
Properties=species:S:1:pos:R:3:forces:R:3
Pd -0.9980 -0.1890 1.0575 -0.133 -0.174 0.202
C -2.7707 -4.9270 -0.4265 -0.031 0.034 0.029
Si -1.4813 -3.5783 -0.0608 0.184 -0.416 -0.004
C -0.8535 -3.9403 1.6982 0.291 0.206 0.001
C 0.0075 -3.9837 -1.1710 0.027 0.080 0.023
N -2.1089 -2.0344 -0.1138 -0.303 0.047 -0.122
C -2.7950 -1.4972 -1.1453 0.248 -0.091 0.057
C -2.6444 -1.8223 -2.5212 -0.051 0.070 0.042
C -3.3433 -1.1792 -3.5327 -0.059 -0.009 0.082
C -4.2535 -0.1704 -3.2425 0.052 -0.036 -0.092
C -4.4479 0.1726 -1.9060 0.032 -0.009 0.052
C -3.7474 -0.4792 -0.9187 -0.215 0.230 -0.113
F -4.0066 -0.1228 0.3624 -0.060 0.066 0.111
H -2.3766 -5.9358 -0.2674 0.041 0.002 -0.003
H -3.1226 -4.8625 -1.4593 -0.007 0.023 -0.019
H -3.6372 -4.7906 0.2262 -0.015 -0.012 -0.004
H -0.4594 -4.9598 1.7424 0.007 0.041 0.061
H -1.6758 -3.9003 2.4170 -0.042 0.048 0.016
H -0.1812 -2.0147 2.0902 0.183 0.039 -0.008
H 0.4300 -4.9671 -0.9434 -0.017 -0.018 0.029
H 0.7950 -3.2438 -1.0041 0.023 0.015 -0.028
H -0.2497 -3.9686 -2.2327 -0.029 0.031 -0.032
H -1.9154 -2.5801 -2.7789 0.041 -0.021 -0.021
H -3.1566 -1.4566 -4.5646 0.023 -0.008 -0.008
H -4.7792 0.3561 -4.0290 -0.025 -0.004 -0.016
H -5.1431 0.9525 -1.6157 0.005 -0.004 0.014
C 4.4243 2.4172 0.3916 -0.076 -0.024 -0.023
C 3.3615 3.2061 0.8091 -0.013 0.015 -0.012
C 2.0593 2.8589 0.4728 0.020 -0.020 0.022
C 1.7835 1.7102 -0.2704 0.105 0.203 0.096
C 2.8576 0.8992 -0.6310 -0.102 -0.030 -0.045
C 4.1622 1.2601 -0.3292 0.083 -0.051 0.055
As -0.0867 1.1516 -0.5345 0.222 -0.058 -0.284
C -0.8922 2.9422 -0.5033 -0.090 0.342 -0.107
C -0.4101 4.0401 -1.2169 0.057 -0.107 -0.014
C -1.0378 5.2742 -1.1392 0.015 0.074 -0.034
C -2.1670 5.4346 -0.3434 0.008 -0.144 0.046
C -2.6562 4.3496 0.3715 -0.006 0.127 -0.027
C -2.0199 3.1164 0.2906 -0.034 -0.224 0.050
C -0.0766 0.9306 -2.5239 -0.259 0.124 -0.091
C -1.0041 1.6070 -3.3205 0.061 0.030 0.067
C -1.1370 1.3325 -4.6748 0.047 -0.023 -0.020
C -0.3478 0.3601 -5.2721 -0.073 0.078 0.050
C 0.5523 -0.3460 -4.4887 0.082 -0.119 -0.015
C 0.6736 -0.0745 -3.1336 0.007 0.017 0.090
H 5.4421 2.6831 0.6503 0.008 0.009 0.013
H 3.5432 4.0827 1.4196 -0.022 0.005 0.003
H 1.2399 3.4761 0.8203 0.067 0.000 0.040
H 2.6773 -0.0467 -1.1229 0.042 -0.016 -0.053
H 4.9770 0.6101 -0.6280 0.004 -0.007 -0.010
H 0.4746 3.9167 -1.8340 -0.031 0.049 -0.014
H -0.6487 6.1187 -1.6978 0.023 -0.022 -0.005
H -2.6586 6.3985 -0.2788 0.005 0.006 -0.006
H -3.5329 4.4677 0.9980 0.002 -0.038 0.002
H -2.3850 2.2549 0.8480 0.006 0.055 -0.006
H -1.6484 2.3524 -2.8708 -0.018 -0.005 -0.037
H -1.8740 1.8679 -5.2627 -0.016 0.008 0.025
H -0.4569 0.1348 -6.3265 0.013 -0.005 -0.008
H 1.1480 -1.1373 -4.9312 0.013 0.008 0.022
H 1.3426 -0.6812 -2.5379 0.022 -0.058 -0.001
N 0.1786 -2.9744 2.1310 -0.471 -0.356 -0.060
C 1.5015 -3.1072 1.8154 0.004 -0.011 0.047
C 2.3036 -1.9554 1.7209 0.227 0.143 0.005
C 3.6663 -2.0549 1.5170 -0.081 0.007 -0.009
C 4.2872 -3.2927 1.3677 0.044 -0.109 -0.022
C 3.4983 -4.4342 1.4172 -0.058 0.091 0.028
C 2.1300 -4.3511 1.6347 0.025 -0.082 -0.022
H 1.8385 -0.9772 1.8008 -0.090 -0.021 0.024
H 4.2491 -1.1439 1.4588 0.010 0.045 -0.007
H 5.3558 -3.3625 1.2031 -0.004 0.001 -0.007
H 3.9469 -5.4132 1.2864 0.021 -0.002 -0.008
H 1.5462 -5.2620 1.6641 0.011 0.024 0.013
Cl 3.3159 4.0537 4.5636 -0.022 -0.014 -0.008
C 2.0074 2.9254 4.2025 0.100 -0.088 0.037
C 2.2037 1.5592 4.3566 -0.049 0.059 -0.025
C 1.1744 0.6811 4.0737 0.066 0.027 0.013
C -0.0896 1.1114 3.5937 -0.089 -0.089 -0.039
C -1.1419 0.1900 3.2468 0.104 -0.072 0.127
C -0.2427 2.5166 3.4859 0.041 0.149 -0.001
C 0.7779 3.4020 3.7758 -0.084 0.018 -0.015
H 3.1614 1.1849 4.6981 0.010 0.005 0.004
H 1.3443 -0.3817 4.2084 -0.004 -0.018 -0.041
H -2.1419 0.6200 3.3388 -0.024 -0.035 -0.050
H -1.0676 -0.7632 3.7769 -0.040 0.034 0.013
H -1.1904 2.9137 3.1361 0.015 -0.044 -0.008
H 0.6227 4.4695 3.6661 -0.006 0.005 -0.005
```
Forces are in eV/Å.

Summary:
HOMO-LUMO gap = 0.1729 hartree
strongest force on any atom = 0.594 eV Å⁻¹
HOMO = -0.25 eV
total charge = -2
spin multiplicity = 1

---

# C40H39BrCdN6OPS

A structure of composition C40H39BrCdN6OPS at a distorted geometry (ωB97M-V/def2-TZVPD, OMol25).

XYZ file:
```
90
Properties=species:S:1:pos:R:3:forces:R:3
Cd 0.3407 -0.2266 -0.4419 -0.138 -0.111 0.996
N 2.2603 -0.2740 2.9510 0.051 -0.008 0.043
C 1.2077 0.6210 2.9533 -0.271 0.011 -0.100
C 1.1124 1.4521 4.0827 0.107 -0.013 0.150
C 0.0753 2.3444 4.1897 -0.115 -0.083 0.019
C -0.8725 2.3849 3.1725 0.322 0.094 0.089
C -0.7008 1.5374 2.1049 1.558 2.432 0.474
N 0.3083 0.6634 1.9665 0.677 0.167 -0.203
C 2.8493 -1.0656 1.9813 -0.011 -0.060 -0.073
C 3.9946 -1.7776 2.3680 0.085 -0.065 0.102
C 4.6281 -2.5915 1.4592 -0.142 0.092 -0.042
C 4.1102 -2.6736 0.1701 -0.042 0.044 0.004
C 2.9910 -1.9303 -0.1276 0.283 -0.176 -0.105
N 2.3516 -1.1378 0.7529 -0.208 -0.026 -0.302
H 2.7772 -0.2798 3.8131 -0.001 0.070 0.061
H 1.8650 1.3872 4.8585 0.014 -0.001 -0.027
H -0.0050 2.9964 5.0488 0.055 -0.008 0.044
H -1.7175 3.0574 3.2049 0.003 0.047 -0.043
H -1.4201 1.5414 1.3011 1.862 1.025 0.797
H 4.3716 -1.6821 3.3785 -0.021 0.013 0.001
H 5.5109 -3.1491 1.7408 0.001 0.010 0.036
H 4.5663 -3.2888 -0.5913 0.000 0.003 0.002
H 2.5843 -1.9458 -1.1303 -0.056 -0.002 0.055
C -3.3828 -2.5668 1.4594 0.103 -0.010 -0.024
C -2.3452 -1.8658 2.3287 -0.178 -0.053 -0.115
C -2.4494 -2.2837 3.7952 0.096 0.108 -0.098
C -2.3955 -0.3466 2.2312 -0.373 -0.477 0.193
C -3.7258 0.2735 2.6744 0.159 -0.295 0.010
O -3.9832 1.2580 1.6703 0.019 0.417 0.080
C -3.0751 1.0991 0.6839 -1.066 -1.285 -0.456
N -2.1811 0.1975 0.8687 -2.123 -1.490 -1.395
C -3.3109 2.0713 -0.4145 -0.041 0.221 -0.028
C -4.6480 2.4680 -0.5469 0.021 -0.059 0.046
C -5.0217 3.4665 -1.4233 -0.029 -0.043 -0.004
C -4.0572 4.0977 -2.1909 -0.031 0.054 -0.037
C -2.7356 3.7056 -2.0899 -0.039 -0.041 -0.016
C -2.3352 2.6963 -1.2117 -0.010 -0.214 0.272
P -0.5581 2.2570 -1.1816 0.132 0.527 -0.234
C 0.2866 3.6739 -0.3854 0.050 -0.321 0.157
C 1.5947 3.4229 0.0347 -0.091 -0.042 0.044
C 2.3673 4.4311 0.5878 0.022 -0.013 -0.017
C 1.8269 5.6984 0.7520 0.039 -0.041 0.046
C 0.5203 5.9483 0.3607 -0.014 0.085 -0.022
C -0.2483 4.9464 -0.2153 0.019 -0.043 0.011
C -0.1300 2.5102 -2.9406 -0.042 -0.208 0.001
C 1.0749 3.0862 -3.3255 -0.125 0.018 0.062
C 1.4189 3.1372 -4.6679 0.043 0.016 -0.056
C 0.5679 2.6149 -5.6283 0.014 0.023 -0.032
C -0.6309 2.0288 -5.2471 -0.100 -0.055 0.025
C -0.9751 1.9674 -3.9088 0.163 -0.008 0.056
H -3.1934 -3.6411 1.4537 -0.031 -0.010 -0.021
H -3.3343 -2.2058 0.4305 -0.036 -0.021 -0.019
H -4.3974 -2.4180 1.8340 -0.004 -0.002 -0.024
H -1.3598 -2.1513 1.9714 0.307 -0.126 -0.156
H -3.3847 -1.9370 4.2410 -0.026 -0.059 0.011
H -1.6237 -1.8589 4.3707 -0.031 -0.022 0.063
H -2.4101 -3.3686 3.8932 -0.020 0.017 0.008
H -1.5812 0.0379 2.8558 -0.695 -0.585 0.022
H -3.6719 0.7631 3.6438 -0.020 0.084 -0.021
H -4.5514 -0.4399 2.6782 0.014 0.039 -0.012
H -5.3899 1.9812 0.0685 -0.039 0.066 -0.051
H -6.0613 3.7554 -1.4974 -0.001 -0.013 -0.019
H -4.3338 4.8898 -2.8741 0.014 -0.004 -0.008
H -1.9972 4.1703 -2.7291 0.002 0.048 0.062
H 2.0106 2.4268 -0.0805 0.050 -0.004 -0.012
H 3.3879 4.2269 0.8848 -0.014 0.008 0.022
H 2.4245 6.4869 1.1903 -0.020 0.014 -0.009
H 0.1011 6.9374 0.4936 -0.022 -0.018 -0.010
H -1.2583 5.1681 -0.5284 -0.068 -0.016 0.003
H 1.7534 3.4845 -2.5834 0.006 0.036 -0.014
H 2.3607 3.5803 -4.9640 -0.011 0.016 0.013
H 0.8357 2.6615 -6.6756 0.021 -0.006 0.009
H -1.2951 1.6094 -5.9917 0.016 0.005 -0.009
H -1.8960 1.4847 -3.6038 -0.034 0.001 -0.094
Br 1.3479 -0.4253 -2.7260 0.312 -0.016 -0.666
N -2.4340 -6.8678 -2.6641 0.032 0.295 -0.077
C -1.5266 -6.6984 -1.6926 -0.007 -0.697 0.170
S -0.9895 -7.9923 -0.8208 0.009 0.210 -0.049
C -1.0406 -5.3116 -1.4435 0.113 0.436 0.045
C -0.1977 -5.0477 -0.3625 -0.103 -0.147 -0.210
C 0.2341 -3.7579 -0.1386 -0.133 0.099 0.161
N -0.1248 -2.7216 -0.9029 -0.120 0.224 0.469
C -0.9038 -2.9701 -1.9489 -0.135 0.074 -0.193
C -1.3844 -4.2329 -2.2549 0.010 -0.153 0.121
H -2.7419 -7.8048 -2.8602 -0.032 -0.017 -0.003
H -2.7907 -6.1145 -3.2251 -0.007 -0.056 0.025
H 0.1026 -5.8606 0.2813 0.041 -0.007 0.032
H 0.8856 -3.5364 0.6992 -0.032 0.004 -0.002
H -1.1400 -2.1248 -2.5848 -0.006 -0.005 0.028
H -2.0236 -4.3434 -3.1198 0.067 0.081 -0.031
```
Forces are in eV/Å.

Summary:
HOMO-LUMO gap = 0.2893 hartree
strongest force on any atom = 2.945 eV Å⁻¹
HOMO = -10.56 eV
total charge = +1
spin multiplicity = 1